Density functional theory data (wB97M-V/def2-TZVPD) for a molecular structure, C8H24FNa2O4S4.

Geometry as XYZ:
```
43
C8H24FNa2O4S4 (wB97M-V/def2-TZVPD)
Na -0.8312 15.3852 -25.7704
Na -2.2498 14.0836 -27.4397
F -1.4291 15.7406 -27.4864
C -0.5020 18.2805 -27.2808
S 0.3895 19.1116 -28.6899
O 1.6288 18.2042 -29.0123
C -0.8841 18.9048 -30.0346
H -1.0844 17.4374 -27.6525
H -1.2966 18.9659 -26.9858
H 0.1598 18.0816 -26.4379
H -1.3705 17.9308 -30.0877
H -0.2209 19.0092 -30.8933
H -1.5556 19.7604 -30.1059
C -6.0492 14.1159 -26.2138
S -4.2524 13.7996 -26.5825
O -4.1215 13.4222 -28.0469
C -3.6126 15.5347 -26.4453
H -6.4833 14.8563 -26.8857
H -6.0617 14.4389 -25.1728
H -6.5699 13.1642 -26.3199
H -3.7057 15.9580 -27.4454
H -2.5577 15.5975 -26.1781
H -4.0679 16.1136 -25.6418
C -2.0952 16.4772 -30.2286
S -3.9697 16.2875 -30.2053
O -4.4434 16.3092 -31.6361
C -4.0434 14.5475 -29.5463
H -1.7033 15.5744 -30.6971
H -1.7719 16.4209 -29.1892
H -1.7072 17.3428 -30.7656
H -3.5372 14.4979 -28.5822
H -3.6908 13.8053 -30.2624
H -5.0863 14.3124 -29.3336
C 3.3012 16.4037 -28.7832
S 2.3266 15.1014 -27.8940
O 3.4064 14.5727 -26.9728
C 1.3270 16.4532 -27.0127
H 3.7451 17.1314 -28.1039
H 2.5555 16.8518 -29.4398
H 4.0664 16.0270 -29.4620
H 0.2692 16.3198 -27.2394
H 1.7252 17.4407 -27.2457
H 1.4710 16.3057 -25.9424
```

Output
Spin multiplicity: 1
Relative energy (zero: lowest compared OMol25 entry of this formula, charge and spin): 224.25 kcal/mol
LUMO energy: -0.1770 Ha
Maximum force: 11.04 eV/A
Total charge: +1